Density functional theory data (ωB97M-V/def2-TZVPD) for 2 unconnected molecules or ions with the total composition C3H7O3 at a distorted geometry.

Geometry (Å):
O  -1.261471  -0.533289  1.541010
C  -2.133467  0.159906  2.159929
O  -3.136440  -0.018468  2.938557
H  -1.808682  1.217654  2.172238
H  0.690945  0.475151  1.287911
C  0.499415  -0.016408  -0.625577
O  1.139254  0.784734  0.438128
C  1.405453  -0.270352  -1.888250
H  0.179368  -1.044915  -0.333801
H  -0.437581  0.403505  -1.079267
H  1.561011  -1.408459  -2.186240
H  0.841708  0.122583  -2.753877
H  2.460491  0.128354  -1.670755

Force components x, y, z for each atom (eV/Å):
-3.4 1.9 2.0
2.1 -3.2 -0.1
1.7 0.5 -1.8
-0.5 0.8 0.1
0.9 0.6 -1.8
-0.1 -1.2 -1.1
-1.8 -1.8 0.0
1.1 -1.2 0.4
0.4 1.0 0.7
0.7 0.4 1.1
-0.4 2.1 1.1
1.1 0.3 0.2
-1.6 -0.2 -0.9

The value obtained for the relative energy (zero: lowest compared OMol25 entry of this formula, charge and spin) is 51.64 kcal per mole. The expectation value of S² is 0.757. Its LUMO energy (alpha / beta) is 0.61 / -4.26 eV. Its electronic energy is -9363.155 eV. For the HOMO energy (alpha / beta), the calculation gives -10.1 / -10.1 eV. The multiplicity is 2. Its gap between HOMO and LUMO (alpha / beta) is 10.69 / 5.83 eV.



Density functional theory data (ωB97M-V/def2-TZVPD) for a molecular structure, C3H7O3PS at a distorted geometry.

Geometry (Å):
C  -1.322922  -1.111748  -0.514945
C  0.247176  0.660695  -1.639745
C  0.189866  0.567489  1.157729
O  1.043810  -1.817154  -1.996349
O  -0.074298  -0.752422  -3.905602
O  -1.389473  -1.337214  -1.901689
P  -0.997067  0.721458  -0.256149
S  0.049461  -0.920296  -2.498885
H  -2.238265  -1.478044  -0.053321
H  1.276704  0.763407  -1.314502
H  0.015230  1.420068  -2.385604
H  -0.446608  -1.626230  -0.135540
H  0.560731  1.560777  1.402309
H  1.027507  -0.079801  0.899114
H  -0.323746  0.171863  2.031315

Force components x, y, z for each atom (eV/Å):
-0.1 0.2 1.1
-0.6 0.0 -0.7
-0.2 0.1 -0.2
-0.1 -0.1 0.3
-0.4 0.0 0.0
0.4 0.1 -1.0
0.3 -0.2 0.2
0.6 0.4 -0.2
0.1 0.1 -0.1
0.1 -0.1 0.0
0.1 0.0 0.0
-0.1 -0.5 0.4
0.0 0.0 0.1
0.0 -0.1 0.1
0.0 0.0 0.1

The value obtained for the relative energy (zero: lowest compared OMol25 entry of this formula, charge and spin) is 64.97 kcal per mole. Its LUMO energy is 0.77 eV. Its electronic energy is -29490.109 eV. For the HOMO energy, the calculation gives -9.7 eV. Its gap between HOMO and LUMO is 10.49 eV.



Density functional theory data (ωB97M-V/def2-TZVPD) for 3 unconnected molecules or ions with the total composition C3H7O4 at a distorted geometry.

Geometry (Å):
O  1.126444  -0.154583  -1.746057
C  0.654422  0.274605  -0.598936
O  0.265882  1.408122  -0.386847
C  0.672855  -0.775096  0.415598
C  -0.143756  -0.683645  1.584142
O  -2.407011  -0.210465  2.669417
H  -1.079701  -1.312461  1.581357
H  1.021204  -1.742198  0.059725
H  -0.518801  0.335735  1.660811
H  0.378924  -0.927600  2.519203
H  -3.206598  0.182051  3.036625
H  1.088556  0.529946  -2.519942
H  1.042211  1.890644  -4.458452
O  1.105366  1.184942  -3.816643

Force components x, y, z for each atom (eV/Å):
-0.1 -1.1 1.4
0.8 1.7 -2.1
-0.1 -0.4 0.7
-2.1 -1.6 0.7
1.2 1.7 -0.6
0.7 0.1 0.3
-0.3 0.0 0.0
0.7 0.1 0.3
-0.2 -0.1 0.2
-0.2 -0.6 0.0
-0.3 -0.3 -0.3
-0.1 1.2 -1.5
-0.1 0.1 0.4
0.1 -0.8 0.4

The value obtained for the relative energy (zero: lowest compared OMol25 entry of this formula, charge and spin) is 145.15 kcal per mole. The total charge is -1. Its LUMO energy is -0.23 eV. Its electronic energy is -11410.165 eV. For the HOMO energy, the calculation gives -4.3 eV. Its gap between HOMO and LUMO is 4.04 eV.



Density functional theory data (ωB97M-V/def2-TZVPD) for 3 unconnected molecules or ions with the total composition C3H7O4 at a distorted geometry.

Geometry (Å):
O  0.299814  -1.598907  -0.856043
C  -0.331346  -1.665773  0.344196
O  -0.780173  -2.745604  0.634302
C  -0.415779  -0.406482  1.079081
C  -0.210536  0.891175  0.487410
O  -0.528343  3.741913  0.602289
H  -0.960773  1.658362  0.792519
H  -1.147102  -0.518388  1.878659
H  0.692605  1.453001  0.877357
H  0.023332  0.899596  -0.590830
H  -0.407639  4.495017  0.005461
H  0.852334  -0.802199  -1.075357
H  2.409823  0.863095  -2.030506
O  1.587949  0.464281  -1.753383

Force components x, y, z for each atom (eV/Å):
-0.9 -0.6 1.5
2.6 -1.0 -4.0
-1.0 0.1 1.6
-2.0 1.9 -0.8
0.0 -0.7 0.8
0.2 -0.5 0.2
0.1 0.1 0.2
0.6 0.2 0.6
-0.3 0.1 -0.1
0.5 -0.1 0.0
-0.2 -0.3 0.1
0.9 1.3 -0.7
0.1 0.0 0.0
-0.7 -0.6 0.5

The value obtained for the relative energy (zero: lowest compared OMol25 entry of this formula, charge and spin) is 152.00 kcal per mole. The total charge is -1. Its LUMO energy is -0.09 eV. Its electronic energy is -11409.867 eV. For the HOMO energy, the calculation gives -4.3 eV. Its gap between HOMO and LUMO is 4.19 eV.



Density functional theory data (ωB97M-V/def2-TZVPD) for C3H7OP in the gas phase at a distorted geometry.

Geometry (Å):
C  -2.099092  -0.673307  0.226411
C  -1.035788  -0.016358  -0.127997
C  0.482411  0.004034  0.757489
O  0.668136  1.297325  1.290053
P  1.696389  -0.424745  -0.554224
H  -2.979949  -0.765070  -0.306322
H  -2.150267  -1.333816  1.142014
H  -1.046720  0.585896  -0.989489
H  0.276316  -0.667896  1.494222
H  1.432862  1.754627  0.823763
H  2.849052  -0.194083  0.331621
H  1.748343  0.918605  -0.904174

Force components x, y, z for each atom (eV/Å):
0.5 -2.1 2.8
3.4 0.3 2.0
-3.2 2.4 -4.1
1.3 0.6 -0.4
1.1 -0.4 1.2
-1.6 0.4 -1.4
0.4 0.9 -0.9
0.2 0.8 -1.1
0.0 -2.0 2.2
-1.5 -1.0 0.9
-0.6 -0.4 -0.6
0.0 0.5 -0.7

The value obtained for the relative energy (zero: lowest compared OMol25 entry of this formula, charge and spin) is 49.14 kcal per mole. Its LUMO energy is 0.98 eV. Its electronic energy is -14558.089 eV. For the HOMO energy, the calculation gives -9.9 eV. Its gap between HOMO and LUMO is 10.88 eV.



Density functional theory data (ωB97M-V/def2-TZVPD) for 2 unconnected molecules or ions with the total composition C3H7OPS2 at a distorted geometry.

Geometry (Å):
C  0.262864  -0.287982  0.871228
C  -0.616016  0.607828  0.425717
C  -0.350238  2.011049  -0.063831
O  -0.422701  -2.617311  -1.267669
P  -2.323254  0.197624  0.566922
S  -2.615579  -1.626214  1.185509
S  -3.519833  1.597834  -0.115148
H  -0.050070  -1.348512  0.888461
H  1.258128  0.089014  0.918412
H  -1.288548  2.543415  0.179054
H  0.573803  2.206770  0.323306
H  -0.280380  1.995742  -1.139188
H  -0.350937  -3.530713  -1.152322
H  -1.328869  -2.439584  -1.008956

Force components x, y, z for each atom (eV/Å):
-0.7 -0.3 -1.1
-0.4 0.3 0.0
-2.7 -1.8 -0.3
-0.1 2.0 -0.3
-1.5 -0.6 -0.8
-0.5 1.1 -0.2
0.6 -1.4 0.8
0.6 0.8 0.8
1.0 -0.5 0.1
1.3 0.8 0.1
2.2 1.7 1.2
0.0 0.0 -0.5
0.4 -2.3 0.2
-0.3 0.2 0.1

The value obtained for the relative energy (zero: lowest compared OMol25 entry of this formula, charge and spin) is 40.47 kcal per mole. Its LUMO energy is -1.50 eV. Its electronic energy is -36230.708 eV. For the HOMO energy, the calculation gives -9.4 eV. Its gap between HOMO and LUMO is 7.89 eV.



Density functional theory data (ωB97M-V/def2-TZVPD) for 2 unconnected molecules or ions with the total composition C3H7OS at a distorted geometry.

Geometry (Å):
O  -0.798121  4.001935  2.105973
C  -0.283922  3.128988  1.436507
H  -0.407904  2.031029  1.710289
H  0.605114  3.242874  0.700762
C  0.026367  -2.297988  -0.807479
C  0.360813  -0.816180  -0.804355
S  0.281952  -0.322704  0.959483
H  0.714828  -2.993925  -0.332027
H  -1.030105  -2.338495  -0.445730
H  -0.121600  -2.708178  -1.863192
H  1.185956  -0.586661  -1.346230
H  -0.533378  -0.340694  -1.314002

Force components x, y, z for each atom (eV/Å):
0.3 0.0 -1.2
1.3 -1.3 1.6
-0.3 0.9 -0.8
-1.4 0.5 0.4
-1.7 -0.7 -2.3
-4.1 -0.7 1.8
0.6 0.5 -0.1
-0.1 0.3 0.5
1.1 -0.5 0.4
0.5 0.4 0.6
2.8 0.8 -1.3
1.0 -0.2 0.3

The value obtained for the relative energy (zero: lowest compared OMol25 entry of this formula, charge and spin) is 37.66 kcal per mole. The total charge is -1. Its LUMO energy is 4.02 eV. Its electronic energy is -16106.644 eV. For the HOMO energy, the calculation gives -2.5 eV. Its gap between HOMO and LUMO is 6.53 eV.



Density functional theory data (ωB97M-V/def2-TZVPD) for 2 unconnected molecules or ions with the total composition C3H7OS at a distorted geometry.

Geometry (Å):
C  -2.338116  -0.891194  3.358739
S  -1.756603  0.130265  1.997221
H  -1.941647  -0.556680  4.330381
H  -1.920844  -1.927664  3.254459
H  -3.430359  -0.673385  3.609091
O  2.746517  0.589253  -3.651328
C  2.484756  0.411714  -2.489059
C  1.213278  -0.148530  -2.011236
H  3.298749  0.663398  -1.662907
H  0.466538  0.665599  -1.867338
H  0.523561  -0.822496  -2.662650
H  0.978027  -0.378984  -0.896627

Force components x, y, z for each atom (eV/Å):
-0.2 0.4 1.3
0.2 0.4 -0.5
0.6 0.1 -0.1
-1.3 0.5 0.1
0.9 -1.3 -0.9
0.1 0.0 0.1
1.5 -0.2 1.0
-4.4 -0.5 1.9
-1.4 -0.3 -1.2
0.6 0.6 -0.8
2.0 0.8 0.7
1.6 -0.6 -1.6

The value obtained for the relative energy (zero: lowest compared OMol25 entry of this formula, charge and spin) is 45.05 kcal per mole. The total charge is -1. Its LUMO energy is 3.37 eV. Its electronic energy is -16106.324 eV. For the HOMO energy, the calculation gives -2.1 eV. Its gap between HOMO and LUMO is 5.51 eV.



Density functional theory data (ωB97M-V/def2-TZVPD) for 2 unconnected molecules or ions with the total composition C3H7OS.

Geometry (Å):
C  -0.545536  1.266417  -2.510041
C  -0.756082  0.859743  -1.252966
O  -1.153153  -0.351271  -0.898926
H  -0.234456  2.308688  -2.654546
H  -0.635426  0.615689  -3.358031
H  -0.614650  1.590307  -0.460145
H  -0.800302  -0.463531  0.103781
C  1.713984  -0.975271  1.008386
S  0.171032  -0.338805  1.744536
H  1.665420  -2.065596  0.977260
H  1.805931  -0.567729  0.000777
H  2.583727  -0.685212  1.596523

Force components x, y, z for each atom (eV/Å):
0.2 0.8 0.2
-0.1 0.4 -0.6
0.4 -0.2 0.9
-0.2 -0.5 -0.1
-0.1 -0.2 -0.3
0.1 -0.2 0.3
-0.3 0.0 -0.5
-0.4 0.0 0.1
-0.1 0.0 0.4
0.2 0.0 -0.2
0.2 -0.2 -0.1
0.1 0.1 0.0

The value obtained for the relative energy (zero: lowest compared OMol25 entry of this formula, charge and spin) is 15.02 kcal per mole. The total charge is -1. Its LUMO energy is 4.16 eV. Its electronic energy is -16107.626 eV. For the HOMO energy, the calculation gives -3.0 eV. Its gap between HOMO and LUMO is 7.16 eV.



Density functional theory data (ωB97M-V/def2-TZVPD) for 2 unconnected molecules or ions with the total composition C3H7OS at a distorted geometry.

Geometry (Å):
O  2.981759  -0.870224  1.084602
C  2.331869  -0.906829  0.085864
H  2.058450  -1.874287  -0.377873
H  1.928506  -0.030929  -0.453370
C  -0.959430  0.962421  0.567433
C  -1.440436  -0.041249  -0.462485
S  -0.661161  -0.145395  -2.087127
H  0.040743  0.701951  0.918364
H  -0.666484  1.892778  0.055860
H  -1.650727  1.128303  1.383114
H  -1.494466  -1.002684  0.061692
H  -2.468621  0.186146  -0.776072

Force components x, y, z for each atom (eV/Å):
0.2 0.4 0.4
-0.5 -0.6 -0.6
0.0 0.0 0.0
0.2 0.3 0.2
1.6 1.0 -1.3
-0.5 -0.3 0.3
0.1 0.0 0.7
-0.2 -0.6 0.6
-0.8 0.2 0.2
-0.1 0.0 0.1
0.0 -0.2 -0.6
-0.1 0.0 0.2

The value obtained for the relative energy (zero: lowest compared OMol25 entry of this formula, charge and spin) is 13.25 kcal per mole. The expectation value of S² is 0.753. Its LUMO energy (alpha / beta) is 0.68 / -2.16 eV. Its electronic energy is -16104.803 eV. For the HOMO energy (alpha / beta), the calculation gives -9.6 / -9.2 eV. The multiplicity is 2. Its gap between HOMO and LUMO (alpha / beta) is 10.28 / 7.05 eV.